# 1
Density functional theory data (the ωB97M-V functional and the def2-TZVPD basis) for a molecular structure, C24H30IrN6S2.

Geometry as XYZ:
```
63
Properties=species:S:1:pos:R:3:mulliken_charge:R:1
Ir 0.004 -0.005 -0.006 0.9313
C -2.297 -5.368 -4.024 -1.5249
C -1.145 -5.589 -3.027 1.7927
C 0.085 -6.097 -3.778 -2.0416
C -1.566 -6.632 -1.975 -1.5256
C -0.878 -4.277 -2.313 0.1055
C -1.888 -3.656 -1.569 -0.5309
C -1.640 -2.470 -0.927 -0.6717
N -0.441 -1.858 -0.980 -0.7331
C 0.555 -2.434 -1.689 -0.2309
C 0.359 -3.626 -2.353 0.7384
C 1.838 -1.694 -1.690 -0.2666
C 2.970 -2.123 -2.350 0.7529
C 4.153 -1.378 -2.310 0.0757
C 4.118 -0.187 -1.573 -0.5293
C 2.965 0.194 -0.937 -0.6916
N 1.836 -0.540 -0.987 -0.7613
C 5.425 -1.807 -3.017 1.7901
C 5.250 -3.126 -3.769 -2.0321
C 6.532 -1.966 -1.959 -1.5269
C 5.819 -0.701 -4.013 -1.5380
H -2.482 -6.294 -4.569 0.4572
H -2.048 -4.593 -4.753 0.3756
H -3.226 -5.090 -3.525 0.3575
H -0.166 -7.037 -4.268 0.4239
H 0.923 -6.299 -3.106 0.4402
H 0.406 -5.403 -4.559 0.4411
H -1.732 -7.590 -2.467 0.4577
H -2.493 -6.357 -1.471 0.3573
H -0.788 -6.772 -1.221 0.3756
H -2.873 -4.094 -1.486 0.5014
H -2.411 -1.978 -0.349 0.4357
H 1.168 -4.066 -2.914 0.3998
H 2.950 -3.047 -2.905 0.4144
H 4.990 0.447 -1.493 0.5083
H 2.922 1.111 -0.364 0.4361
H 4.999 -3.952 -3.098 0.4417
H 6.191 -3.382 -4.254 0.4189
H 4.493 -3.054 -4.554 0.4429
H 6.257 -2.708 -1.205 0.3756
H 6.758 -1.026 -1.454 0.3546
H 7.446 -2.306 -2.445 0.4569
H 5.028 -0.527 -4.746 0.3765
H 6.715 -1.008 -4.553 0.4589
H 6.044 0.242 -3.513 0.3533
N 0.713 -1.069 3.413 -0.2547
C 0.058 0.062 3.267 0.4922
N -0.272 0.607 2.098 -0.2292
C -0.950 1.792 2.292 0.2915
C -1.139 2.149 3.622 -0.3931
S -0.464 1.005 4.658 -0.0296
C -1.366 2.488 1.145 0.2818
C -2.062 3.691 1.083 -0.3847
S -2.339 4.148 -0.514 -0.0308
C -1.510 2.698 -1.067 0.4965
N -1.058 1.931 -0.077 -0.2259
N -1.370 2.436 -2.348 -0.2548
H 1.005 -1.597 2.603 0.1465
H 0.942 -1.440 4.324 0.2595
H -1.639 3.025 4.011 0.3930
H -2.408 4.302 1.905 0.3937
H -1.730 3.053 -3.062 0.2598
H -0.891 1.598 -2.647 0.1456
```

The calculation puts the HOMO-LUMO gap (spin up / spin down) at 0.2807 / 0.1897 Eh. Its molar mass is 658.90 g mol⁻¹. As for the expectation value of S²: 6.05. Its charge is +3. The spin multiplicity is 5. The energy comes out at -58799.428 eV. The value obtained for the HOMO energy (spin up / spin down) is -17.05 / -17.24 eV.

=====

# 2
Density functional theory data (the ωB97M-V functional and the def2-TZVPD basis) for a molecular structure, C24H30IrP2.

Geometry as XYZ:
```
57
Properties=species:S:1:pos:R:3:mulliken_charge:R:1
Ir -1.564 -0.045 0.777 0.5343
C 3.517 -0.179 -1.310 -1.3172
C 3.597 -0.732 0.088 1.2302
C 4.827 -1.314 0.465 -0.8618
C 5.021 -1.851 1.735 -0.6032
C 3.985 -1.823 2.655 -0.9260
C 2.756 -1.266 2.295 -0.8637
C 2.526 -0.718 1.011 0.8406
P 0.831 -0.076 0.777 0.9681
C 0.385 -0.505 -0.943 0.3854
C 0.229 0.489 -1.929 -0.1259
C -0.120 0.175 -3.246 -0.9333
C -0.326 -1.146 -3.612 -0.6927
C -0.191 -2.152 -2.660 -0.9313
C 0.150 -1.852 -1.326 0.7951
C 0.274 -3.011 -0.366 -1.6075
C 0.935 1.741 0.894 0.6181
C 2.172 2.397 1.052 -0.7420
C 2.263 3.788 1.170 -0.9259
C 1.113 4.563 1.152 -0.6738
C -0.127 3.945 1.023 -0.6432
C -0.230 2.547 0.901 0.4885
C -1.596 2.012 0.777 -1.2010
H 4.518 -0.001 -1.720 0.5343
H 3.013 0.789 -1.332 0.2259
H 3.016 -0.890 -1.973 0.2330
H 5.653 -1.348 -0.243 0.4409
H 5.979 -2.288 2.002 0.4294
H 4.124 -2.236 3.650 0.4505
H 1.963 -1.268 3.042 0.4392
H 0.393 1.538 -1.698 0.4430
H -0.226 0.968 -3.981 0.5036
H -0.594 -1.396 -4.635 0.4616
H -0.357 -3.184 -2.964 0.4668
H -0.124 -3.934 -0.803 0.4500
H -0.299 -2.830 0.548 0.4526
H 1.324 -3.193 -0.121 0.3333
H 3.104 1.840 1.092 0.3954
H 3.237 4.258 1.284 0.4515
H 1.179 5.643 1.247 0.4254
H -1.022 4.564 1.021 0.4935
H -2.169 2.372 -0.167 0.4219
H -2.349 2.298 1.640 0.6150
C -5.786 0.127 1.082 -1.1105
P -3.986 -0.045 0.777 0.5902
C -3.884 0.637 -0.923 -1.0830
C -3.894 -1.839 0.407 -1.2527
H -6.379 -0.307 0.270 0.3928
H -6.058 1.182 1.175 0.3868
H -6.064 -0.377 2.012 0.4019
H -4.610 0.168 -1.593 0.4774
H -2.884 0.477 -1.338 0.2737
H -4.076 1.714 -0.913 0.3608
H -4.620 -2.134 -0.357 0.4349
H -4.093 -2.424 1.309 0.4316
H -2.895 -2.102 0.047 0.4556
H -1.564 -1.769 0.777 -0.2381
```

The calculation puts the HOMO-LUMO gap (spin up / spin down) at 0.1818 / 0.1933 Eh. Its molar mass is 572.67 g mol⁻¹. As for the expectation value of S²: 0.80. Its charge is +2. The spin multiplicity is 2. The energy comes out at -46770.757 eV. The value obtained for the HOMO energy (spin up / spin down) is -14.74 / -14.71 eV.

=====

# 3
Density functional theory data (the ωB97M-V functional and the def2-TZVPD basis) for a single C24H30N2O4 molecule.

Geometry as XYZ:
```
60
Properties=species:S:1:pos:R:3:mulliken_charge:R:1
C 1.318 -0.321 -6.269 -1.3276
C 1.884 -0.143 -4.865 -0.4847
H 2.944 -0.399 -4.851 0.3956
H 1.777 0.897 -4.554 0.2239
C 1.168 -1.048 -3.853 0.3295
C 1.932 -1.031 -2.523 0.3657
O 2.727 -1.927 -2.291 -0.6943
N 1.747 -0.010 -1.662 0.2093
C 0.863 1.128 -1.780 -0.5889
H 0.363 1.138 -2.744 0.5219
C -0.181 1.088 -0.658 -1.0058
N 0.475 1.021 0.633 0.1680
C 0.342 2.056 1.491 0.3876
O -0.307 3.045 1.204 -0.6970
C 1.055 1.936 2.849 0.2362
C 0.699 3.106 3.777 -0.4288
C 1.445 4.378 3.395 -1.3662
H 1.186 5.179 4.082 0.4023
H 1.167 4.682 2.390 0.3232
H 2.522 4.224 3.434 0.3398
H 0.961 2.808 4.795 0.4513
H -0.373 3.295 3.739 0.1454
O 0.887 0.677 3.483 -0.4299
C -0.355 0.184 3.776 0.6093
C -1.566 0.735 3.380 0.1145
C -2.752 0.109 3.731 -0.9666
C -2.747 -1.059 4.471 -0.5572
C -1.537 -1.610 4.863 -0.4788
C -0.351 -0.997 4.519 -0.5225
H 0.600 -1.412 4.816 0.4444
H -1.518 -2.522 5.441 0.3886
H -3.676 -1.537 4.741 0.4049
H -3.687 0.547 3.418 0.4016
H -1.606 1.642 2.801 0.3799
H 2.136 1.975 2.652 0.4246
C 1.355 -0.120 0.743 -0.4193
H 1.841 -0.152 1.715 0.6405
C 2.406 -0.058 -0.371 -1.3158
H 3.042 -0.944 -0.350 0.4654
H 3.023 0.840 -0.250 0.3164
H 0.755 -1.031 0.624 0.0768
H -0.793 1.991 -0.679 0.4505
H -0.822 0.208 -0.776 0.1826
H 1.463 2.041 -1.676 0.2738
O -0.187 -0.646 -3.783 -0.4916
C -1.050 -1.351 -2.994 0.3606
C -0.711 -2.456 -2.223 -0.2452
C -1.676 -3.064 -1.436 -0.8032
C -2.974 -2.587 -1.409 -0.5242
C -3.313 -1.490 -2.186 -0.5226
C -2.362 -0.875 -2.972 -0.2255
H -2.608 -0.018 -3.580 0.4255
H -4.324 -1.111 -2.176 0.3877
H -3.716 -3.066 -0.789 0.4241
H -1.402 -3.920 -0.838 0.4115
H 0.293 -2.850 -2.221 0.4818
H 1.228 -2.086 -4.215 0.4848
H 1.467 -1.341 -6.614 0.3323
H 0.253 -0.106 -6.271 0.2865
H 1.813 0.355 -6.961 0.4275
```

The calculation puts the HOMO-LUMO gap at 0.3421 Eh. Its molar mass is 410.51 g mol⁻¹. The SMILES is CC[C@H](Oc1ccccc1)C(=O)N1CCN(C(=O)[C@@H](CC)Oc2ccccc2)CC1. Its charge is 0. The value obtained for the energy above the lowest of the compared OMol25 structures with the same formula, charge and spin is 39.11 kcal/mol. The energy comes out at -36545.803 eV. The value obtained for the HOMO energy is -8.58 eV.